# 1
DFT (ωB97M-V/def2-TZVPD) results for a 13-piece molecular cluster, C42H113N3O33S10 overall.

net charge	0
frontier orbital gap	9.293	eV

Each atom is followed by the atoms it is bonded to, with distances in Å.
Element x y z (Å)
1 S 1.377 -4.284 -6.229  O17 1.433, O40 1.659, O41 1.438, C59 1.827
2 S -2.187 3.963 -1.315  O12 1.443, O30 1.431, O32 1.632, C51 1.774
3 S 1.390 1.842 -5.891  O18 1.444, O25 1.639, O37 1.429, C85 1.817
4 S 0.734 6.047 0.691  O24 1.424, O26 1.665, O36 1.441, C79 1.793
5 S -4.437 1.097 2.892  O31 1.633, O33 1.434, O38 1.430, C48 1.813
6 S -8.098 3.273 -1.758  O21 1.428, O34 1.638, O42 1.433, C47 1.834
7 S -0.021 -0.084 5.871  O19 1.434, O20 1.440, O28 1.634, C49 1.778
8 S 3.832 -1.157 -1.956  O11 1.447, O15 1.436, O16 1.609, C87 1.831
9 S -5.277 -3.729 -2.415  O14 1.425, O23 1.627, O43 1.438, C82 1.865
10 S -0.895 -5.500 3.685  O27 1.627, O29 1.432, O39 1.431, C72 1.800
11 O 2.842 -0.919 -2.984  S8 1.447
12 O -3.288 4.073 -0.391  S2 1.443
13 O 5.584 -2.839 1.712  C68 1.432, C83 1.419
14 O -5.339 -2.853 -3.537  S9 1.425
15 O 4.027 -0.139 -0.962  S8 1.436
16 O 5.265 -1.374 -2.654  S8 1.609, C61 1.460
17 O 0.418 -5.263 -6.648  S1 1.433
18 O 2.703 1.622 -6.450  S3 1.444
19 O -0.307 -1.345 5.251  S7 1.434
20 O 1.327 0.383 6.071  S7 1.440
21 O -7.978 3.650 -3.130  S6 1.428
22 O 5.487 4.441 4.601  C50 1.417, C69 1.431
23 O -4.649 -5.135 -2.941  S9 1.627, C78 1.478
24 O -0.631 5.849 1.047  S4 1.424
25 O 1.558 2.466 -4.385  S3 1.639, C73 1.486
26 O 1.432 7.146 1.728  S4 1.665, C76 1.467
27 O -0.575 -4.652 2.334  S10 1.627, C80 1.465
28 O -0.821 -0.031 7.294  S7 1.634, C81 1.488
29 O -0.546 -4.722 4.835  S10 1.432
30 O -0.972 3.290 -0.969  S2 1.431
31 O -3.074 0.239 3.162  S5 1.633, C88 1.486
32 O -2.850 3.422 -2.705  S2 1.632, C64 1.466
33 O -5.535 0.374 3.467  S5 1.434
34 O -7.402 1.807 -1.531  S6 1.638, C70 1.458
35 O -1.807 -0.224 -0.913  C62 1.425, C84 1.416
36 O 0.979 6.418 -0.680  S4 1.441
37 O 0.405 2.602 -6.594  S3 1.429
38 O -4.131 2.448 3.248  S5 1.430
39 O -2.174 -6.132 3.581  S10 1.431
40 O 0.657 -3.045 -5.394  S1 1.659, C53 1.480
41 O 2.509 -4.659 -5.425  S1 1.438
42 O -9.370 3.208 -1.101  S6 1.433
43 O -4.563 -3.389 -1.214  S9 1.438
44 N 1.401 -1.112 0.684  C74 1.465, H119 1.017, H184 1.011
45 N 2.657 -1.286 3.564  C55 1.483, H150 1.014, H188 1.007
46 N 3.071 1.949 3.332  C71 1.475, H102 1.016, H125 1.014
47 C -6.912 4.260 -0.767  S6 1.834, H115 1.085, H129 1.088, H196 1.092
48 C -4.531 1.117 1.081  S5 1.813, H110 1.090, H142 1.088, H163 1.088
49 C -0.885 1.227 5.036  S7 1.778, H108 1.086, H117 1.091, H136 1.090
50 C 4.652 3.791 3.660  O22 1.417, C71 1.563, H93 1.098, H135 1.105
51 C -1.786 5.603 -1.861  S2 1.774, H96 1.088, H190 1.087, H197 1.088
52 C 2.063 9.208 0.552  C76 1.510, H109 1.089, H137 1.095, H173 1.090
53 C 0.277 -3.234 -3.976  O40 1.480, C75 1.505, H162 1.095, H194 1.099
54 C 6.696 -0.135 -4.223  C61 1.512, H133 1.093, H144 1.088, H171 1.088
55 C 3.575 -2.390 3.196  N45 1.483, C63 1.532, C68 1.568, H101 1.112
56 C -3.358 -1.911 1.811  C88 1.507, H114 1.096, H176 1.096, H195 1.089
57 C -2.942 2.436 -4.808  C64 1.513, H126 1.088, H152 1.089, H198 1.092
58 C -3.230 -7.098 -2.583  C78 1.512, H153 1.090, H157 1.093, H160 1.081
59 C 1.927 -3.351 -7.700  S1 1.827, H89 1.092, H118 1.087, H139 1.092
60 C 2.497 2.778 -2.170  C73 1.517, H120 1.093, H177 1.091, H199 1.090
61 C 5.432 -0.944 -4.039  O16 1.460, C54 1.512, H128 1.098, H141 1.094
62 C -2.436 -0.570 -2.143  O35 1.425, H107 1.086, H111 1.100, H191 1.099
63 C 2.755 -3.623 2.801  C55 1.532, H92 1.095, H167 1.093, H174 1.094
64 C -1.976 3.058 -3.824  O32 1.466, C57 1.513, H94 1.090, H132 1.097
65 C 5.165 1.363 4.511  C71 1.529, H91 1.094, H149 1.095, H189 1.093
66 C 0.231 1.027 0.963  C74 1.521, H95 1.097, H113 1.101, H159 1.094
67 C -1.341 1.021 9.537  C81 1.540, H124 1.095, H138 1.098, H147 1.092
68 C 4.563 -1.905 2.078  O13 1.432, C55 1.568, H158 1.097, H175 1.099
69 C 6.356 5.448 4.072  O22 1.431, H145 1.108, H178 1.092, H181 1.098
70 C -6.219 1.455 -2.307  O34 1.458, C86 1.504, H97 1.100, H164 1.092
71 C 4.116 2.444 4.246  N46 1.475, C50 1.563, C65 1.529, H116 1.095
72 C 0.378 -6.767 3.558  S10 1.800, H99 1.093, H123 1.086, H154 1.096
73 C 2.805 2.335 -3.588  O25 1.486, C60 1.517, H105 1.096, H172 1.088
74 C 0.095 -0.452 0.632  N44 1.465, C66 1.521, C84 1.550, H169 1.100
75 C -1.097 -3.846 -3.926  C53 1.505, H112 1.091, H127 1.090, H168 1.089
76 C 2.554 7.949 1.228  O26 1.467, C52 1.510, H106 1.091, H121 1.095
77 C -0.704 -4.141 -0.033  C80 1.521, H103 1.087, H122 1.100, H161 1.095
78 C -4.224 -6.149 -1.953  O23 1.478, C58 1.512, H156 1.101, H187 1.089
79 C 1.703 4.598 1.110  S4 1.793, H90 1.095, H131 1.088, H146 1.092
80 C -1.012 -5.176 1.038  O27 1.465, C77 1.521, H98 1.099, H201 1.094
81 C -0.356 0.899 8.359  O28 1.488, C67 1.540, H151 1.098, H193 1.087
82 C -7.027 -4.245 -2.026  S9 1.865, H100 1.088, H148 1.088, H170 1.088
83 C 6.737 -2.902 2.538  O13 1.419, H104 1.093, H165 1.090, H186 1.103
84 C -0.479 -0.699 -0.787  O35 1.416, C74 1.550, H140 1.107, H182 1.098
85 C 0.556 0.279 -5.489  S3 1.817, H134 1.093, H166 1.084, H180 1.090
86 C -6.119 -0.043 -2.401  C70 1.504, H155 1.094, H179 1.096, H185 1.093
87 C 3.632 -2.826 -1.230  S8 1.831, H143 1.088, H183 1.089, H192 1.084
88 C -3.040 -1.246 3.126  O31 1.486, C56 1.507, H130 1.096, H200 1.093
89 H 2.835 -2.802 -7.444  C59 1.092
90 H 1.449 3.803 0.402  C79 1.095
91 H 4.648 0.474 4.882  C65 1.094
92 H 3.392 -4.503 2.666  C63 1.095
93 H 3.798 4.442 3.429  C50 1.098
94 H -1.217 2.367 -3.457  C64 1.090
95 H 0.897 1.482 0.220  C66 1.097
96 H -1.661 6.215 -0.970  C51 1.088
97 H -5.334 1.873 -1.804  C70 1.100
98 H -2.087 -5.400 1.094  C80 1.099
99 H 1.356 -6.282 3.614  C72 1.093
100 H -7.035 -4.811 -1.098  C82 1.088
101 H 4.257 -2.623 4.043  C55 1.112
102 H 2.797 1.028 3.663  N46 1.016
103 H -0.496 -4.659 -0.965  C77 1.087
104 H 6.507 -3.260 3.544  C83 1.093
105 H 3.071 1.273 -3.644  C73 1.096
106 H 3.132 8.154 2.130  C76 1.091
107 H -3.178 0.195 -2.355  C62 1.086
108 H -0.554 2.173 5.454  C49 1.086
109 H 1.455 9.763 1.265  C52 1.089
110 H -5.540 1.458 0.848  C48 1.090
111 H -1.694 -0.568 -2.955  C62 1.100
112 H -1.135 -4.880 -4.271  C75 1.091
113 H 0.691 1.135 1.958  C66 1.101
114 H -3.296 -2.987 2.007  C56 1.096
115 H -6.478 3.577 -0.042  C47 1.085
116 H 3.646 2.704 5.200  C71 1.095
117 H -1.963 1.071 5.105  C49 1.091
118 H 1.177 -2.619 -7.987  C59 1.087
119 H 2.003 -0.625 0.025  N44 1.017
120 H 1.655 2.230 -1.740  C60 1.093
121 H 3.149 7.360 0.522  C76 1.095
122 H -1.570 -3.464 -0.070  C77 1.100
123 H 0.147 -7.460 4.362  C72 1.086
124 H -0.848 1.744 10.195  C67 1.095
125 H 3.460 1.800 2.407  N46 1.014
126 H -3.393 1.561 -4.346  C57 1.088
127 H -1.723 -3.274 -4.610  C75 1.090
128 H 5.370 -1.866 -4.633  C61 1.098
129 H -7.471 5.070 -0.302  C47 1.088
130 H -3.719 -1.604 3.909  C88 1.096
131 H 1.525 4.277 2.135  C79 1.088
132 H -1.475 3.947 -4.226  C64 1.097
133 H 6.585 0.853 -3.770  C54 1.093
134 H 0.617 -0.382 -6.358  C85 1.093
135 H 5.185 3.601 2.711  C50 1.105
136 H -0.618 1.231 3.980  C49 1.090
137 H 2.919 9.849 0.315  C52 1.095
138 H -1.489 0.044 10.015  C67 1.098
139 H 2.032 -4.072 -8.513  C59 1.092
140 H 0.187 -0.170 -1.496  C84 1.107
141 H 4.554 -0.342 -4.293  C61 1.094
142 H -3.723 1.762 0.744  C48 1.088
143 H 2.690 -2.828 -0.687  C87 1.088
144 H 7.571 -0.576 -3.749  C54 1.088
145 H 5.962 6.049 3.230  C69 1.108
146 H 2.770 4.809 1.013  C79 1.092
147 H -2.326 1.386 9.240  C67 1.092
148 H -7.616 -3.330 -2.018  C82 1.088
149 H 5.900 1.646 5.271  C65 1.095
150 H 1.716 -1.625 3.392  N45 1.014
151 H -0.230 1.883 7.889  C81 1.098
152 H -3.767 3.120 -5.003  C57 1.089
153 H -2.381 -6.578 -3.028  C58 1.090
154 H 0.364 -7.275 2.587  C72 1.096
155 H -5.402 -0.313 -3.182  C86 1.094
156 H -5.148 -6.655 -1.636  C78 1.101
157 H -2.890 -7.740 -1.766  C58 1.093
158 H 4.033 -1.756 1.129  C68 1.097
159 H -0.713 1.577 0.899  C66 1.094
160 H -3.690 -7.640 -3.398  C58 1.081
161 H 0.176 -3.534 0.208  C77 1.095
162 H 1.088 -3.818 -3.529  C53 1.095
163 H -4.383 0.123 0.664  C48 1.088
164 H -6.313 1.920 -3.291  C70 1.092
165 H 7.416 -3.578 2.019  C83 1.090
166 H -0.472 0.537 -5.261  C85 1.084
167 H 2.176 -3.405 1.900  C63 1.093
168 H -1.487 -3.810 -2.909  C75 1.089
169 H -0.607 -0.930 1.331  C74 1.100
170 H -7.382 -4.884 -2.832  C82 1.088
171 H 6.837 -0.036 -5.298  C54 1.088
172 H 3.575 2.943 -4.057  C73 1.088
173 H 1.473 8.962 -0.330  C52 1.090
174 H 2.083 -3.824 3.641  C63 1.094
175 H 4.978 -0.928 2.364  C68 1.099
176 H -2.701 -1.562 1.006  C56 1.096
177 H 3.347 2.514 -1.540  C60 1.091
178 H 6.613 6.098 4.911  C69 1.092
179 H -5.830 -0.545 -1.470  C86 1.096
180 H 1.057 -0.219 -4.659  C85 1.090
181 H 7.272 5.015 3.649  C69 1.098
182 H -0.436 -1.779 -0.979  C84 1.098
183 H 4.462 -2.997 -0.546  C87 1.089
184 H 1.793 -0.879 1.586  N44 1.011
185 H -7.085 -0.455 -2.704  C86 1.093
186 H 7.237 -1.927 2.664  C83 1.103
187 H -3.824 -5.596 -1.104  C78 1.089
188 H 2.770 -1.094 4.546  N45 1.007
189 H 5.694 1.111 3.588  C65 1.093
190 H -0.834 5.620 -2.385  C51 1.087
191 H -2.919 -1.551 -2.032  C62 1.099
192 H 3.659 -3.516 -2.066  C87 1.084
193 H 0.578 0.494 8.740  C81 1.087
194 H 0.343 -2.200 -3.609  C53 1.099
195 H -4.387 -1.771 1.482  C56 1.089
196 H -6.205 4.700 -1.473  C47 1.092
197 H -2.590 5.929 -2.516  C51 1.088
198 H -2.417 2.190 -5.734  C57 1.092
199 H 2.295 3.849 -2.156  C60 1.090
200 H -2.009 -1.422 3.442  C88 1.093
201 H -0.510 -6.135 0.882  C80 1.094

Löwdin atomic charge list, values in e, 99 entries:
1 S 0.630
2 S 0.598
3 S 0.611
4 S 0.618
5 S 0.606
6 S 0.617
7 S 0.599
8 S 0.609
9 S 0.595
10 S 0.580
11 O -0.315
12 O -0.275
13 O -0.207
14 O -0.274
15 O -0.284
16 O -0.257
17 O -0.283
18 O -0.291
19 O -0.277
20 O -0.304
21 O -0.290
22 O -0.190
23 O -0.279
24 O -0.262
25 O -0.285
26 O -0.268
27 O -0.282
28 O -0.273
29 O -0.266
30 O -0.279
31 O -0.303
32 O -0.290
33 O -0.277
34 O -0.282
35 O -0.192
36 O -0.296
37 O -0.282
38 O -0.274
39 O -0.279
40 O -0.309
41 O -0.300
42 O -0.275
43 O -0.308
44 N 0.077
45 N 0.051
46 N 0.047
47 C -0.086
48 C -0.094
49 C -0.106
50 C -0.205
51 C -0.122
52 C -0.074
53 C -0.228
54 C -0.056
55 C -0.379
56 C -0.074
57 C -0.054
58 C -0.053
59 C -0.096
60 C -0.057
61 C -0.239
62 C -0.062
63 C -0.050
64 C -0.241
65 C -0.057
66 C -0.039
67 C -0.064
68 C -0.178
69 C -0.104
70 C -0.258
71 C -0.405
72 C -0.112
73 C -0.211
74 C -0.389
75 C -0.062
76 C -0.261
77 C -0.053
78 C -0.236
79 C -0.110
80 C -0.236
81 C -0.227
82 C -0.079
83 C -0.101
84 C -0.194
85 C -0.095
86 C -0.078
87 C -0.075
88 C -0.204
89 H 0.069
90 H 0.044
91 H 0.064
92 H 0.083
93 H 0.110
94 H 0.102
95 H 0.059
96 H 0.047
97 H 0.106
98 H 0.110
99 H 0.059

# 2
DFT (ωB97M-V/def2-TZVPD) results for the molecule C2H3N2P.

energy above the lowest of the compared OMol25 structures with the same formula, charge and spin	4.7239	eV
net charge	0
frontier orbital gap	8.538	eV
SMILES string	C1=C2NN[P@H]=12

Each atom is followed by the atoms it is bonded to, with distances in Å.
Element x y z (Å)
1 P 1.028 -0.977 -0.024  N3 1.823, C4 2.036, C5 1.911, H7 1.416
2 N -0.829 0.707 -0.165  N3 1.432, C4 1.376, H8 1.014
3 N -0.770 -0.699 0.101  P1 1.823, N2 1.432, H6 1.026
4 C 0.512 0.993 -0.050  P1 2.036, N2 1.376, C5 1.273
5 C 1.752 0.783 0.153  P1 1.911, C4 1.273
6 H -1.114 -0.939 1.037  N3 1.026
7 H 0.914 -1.116 -1.428  P1 1.416
8 H -1.493 1.249 0.376  N2 1.014

For reference, the natural (NBO) charges in units of e are:
1 P 0.834
2 N -0.484
3 N -0.687
4 C 0.050
5 C -0.385
6 H 0.357
7 H -0.081
8 H 0.396

Computed values of calculated total energy (unit: hartree) for the preceding records, in sequence: -8296.945502 -528.668055.
Computed values of largest force on an atom (unit: eV/A) for the preceding records, in sequence: 2.3 1.5.
Computed values of highest occupied orbital energy (unit: eV) for the preceding records, in sequence: -9.16 -8.57.